10
Properties=species:S:1:pos:R:3:forces:R:3:lowdin_charge:R:1 method="wB97M-V/def2-TZVPD" smiles=Oc1cc[nH]n1 homo_energy_ev=-9.1 e_above_lowest_kcal_mol=74.03 max_force_ev_per_a=2.34
O -1.6884 1.3019 0.2612 -0.027 0.320 0.282 0.073
C -0.5596 0.5824 0.1493 0.299 0.319 -0.062 -0.432
C -0.1260 -0.0524 -1.0199 -0.195 0.906 -0.058 -0.047
C 1.0043 -0.7987 -0.6751 -1.155 0.045 0.228 -0.151
N 1.1757 -0.5040 0.6527 -0.135 -0.235 0.177 -0.057
N 0.2698 0.3554 1.1517 -0.009 0.176 -0.314 0.108
H -1.7369 1.6267 1.1687 -0.084 0.052 0.014 0.112
H -0.5693 -0.0815 -2.0045 -0.238 -0.013 0.227 0.112
H 0.3022 -1.6361 -0.9426 1.766 -1.496 -0.333 0.141
H 1.9281 -0.7937 1.2585 -0.222 -0.074 -0.161 0.139

=====

10
Properties=species:S:1:pos:R:3:forces:R:3:lowdin_charge:R:1 method="wB97M-V/def2-TZVPD" smiles="[H]/N=C/OCC#N" homo_energy_ev=-11.0 e_above_lowest_kcal_mol=40.43 max_force_ev_per_a=1.37
H 2.9879 0.1308 -0.0015 -0.319 0.141 -0.113 0.056
N 2.0142 0.3707 -0.2027 -0.192 0.025 -0.025 0.118
C 1.2538 -0.4585 0.3590 0.238 0.028 -0.013 -0.321
O -0.0871 -0.4708 0.3262 0.166 -0.102 0.072 -0.077
C -0.8971 0.4687 -0.3718 0.035 0.088 -0.055 -0.161
C -2.2337 -0.0523 -0.0096 -0.689 -0.564 0.411 -0.170
N -3.1224 -0.6521 0.4256 0.720 0.937 -0.696 0.159
H 1.5561 -1.3081 0.9682 0.097 -0.024 0.024 0.134
H -0.7212 0.4677 -1.4551 -0.048 -0.247 0.219 0.131
H -0.7505 1.5039 -0.0383 -0.008 -0.282 0.176 0.131